No. 1
A single C5H12N2O molecule at a distorted geometry. Source: the Open Molecules 2025 dataset; level of theory: ωB97M-V/def2-TZVPD.

Output
- Net charge: 0
- LUMO level: 1.003 eV
- ΔE to the lowest compared entry with this formula, charge and spin: 225.6 kJ/mol

Last column: Mulliken charge in e.
CARTESIAN COORDINATES (ANGSTROEM)
C -1.9402 -1.1989 0.1157  -1.4091
C -1.1739 0.1028 0.2217  1.1074
N -1.9852 1.2182 0.2136  -0.4513
O -0.1480 0.1672 1.1245  -0.6104
H -1.5429 2.0839 0.4846  0.2151
H -2.9806 1.1304 0.0840  0.1986
H -2.4777 -1.3563 1.0528  0.3720
H -1.2531 -2.0228 -0.0381  0.3065
H -2.6454 -1.1582 -0.7126  0.3596
C 1.6452 -1.2665 0.0221  -1.3567
C 1.8817 1.2502 0.0101  -1.5024
C 0.9544 0.0666 -0.1487  1.1365
N -0.0375 0.1065 -1.1346  -0.7317
H -0.1004 1.0236 -1.5674  0.3390
H 2.4425 1.1792 0.9406  0.3286
H 2.4053 -1.3586 -0.7565  0.3369
H 0.9400 -2.0844 -0.0930  0.3331
H 2.1190 -1.3302 0.9994  0.2954
H 1.3163 2.1814 0.0108  0.3508
H 2.5806 1.2655 -0.8292  0.3820

---

No. 2
A single C6H8N2 molecule at a distorted geometry. Source: the Open Molecules 2025 dataset; level of theory: ωB97M-V/def2-TZVPD.

Output
- Net charge: 0
- LUMO level: 0.948 eV
- ΔE to the lowest compared entry with this formula, charge and spin: 364.3 kJ/mol

Last column: Mulliken charge in e.
CARTESIAN COORDINATES (ANGSTROEM)
C -0.5250 0.5258 -1.5300  -0.7199
C -0.8705 -0.8838 -0.9948  -0.0827
C -1.1044 -0.3328 1.1867  -0.0358
C 0.9304 0.9390 1.3423  -0.4158
C 1.1758 -0.2690 0.4607  -0.1650
C 0.5255 -0.3963 -0.9820  -0.2270
H -0.5102 0.7341 -2.5842  0.3067
H -0.8219 1.2554 -0.7922  0.1864
H -1.0615 -1.7040 -1.6773  0.3728
H -1.5732 0.3567 1.8757  0.3976
H 0.4580 1.7659 0.8127  0.1877
H 1.5522 1.1130 2.1615  0.2689
H 1.9929 -0.9124 0.4976  0.3969
H 1.2130 -0.9060 -1.6411  0.3929
N -1.5751 -1.0454 0.2589  -0.5611
N 0.1940 -0.2404 1.6053  -0.3026

---

No. 3
A single C4H8S molecule at a distorted geometry. Source: the Open Molecules 2025 dataset; level of theory: ωB97M-V/def2-TZVPD.

Output
- Net charge: 0
- LUMO level: 0.612 eV
- ΔE to the lowest compared entry with this formula, charge and spin: 388.9 kJ/mol

Last column: Mulliken charge in e.
CARTESIAN COORDINATES (ANGSTROEM)
C 0.7086 -1.5985 0.6056  -0.6583
C 0.6944 -0.0245 0.7647  0.0404
C 1.9514 0.5518 0.5065  -0.7780
C -0.6016 0.7760 0.4708  -0.3609
H 1.7593 -2.1750 0.0996  0.2384
H -0.2425 -1.6220 -0.3303  0.2103
H 0.5961 -1.8851 1.7737  0.2478
H 1.8101 1.6876 0.1006  0.0889
H 2.8548 0.1645 0.5218  0.4561
H -1.3536 0.9004 1.2916  0.3254
H -0.1081 1.7010 0.3232  0.2856
H 0.0901 -0.0720 -1.4610  0.1958
S -1.3702 0.1920 -1.0253  -0.2916

---

No. 4
11 unconnected molecules or ions with the total composition C4H30N2O11 at a distorted geometry. Source: the Open Molecules 2025 dataset; level of theory: ωB97M-V/def2-TZVPD.

Output
- Net charge: 0
- LUMO level: -0.215 eV
- ΔE to the lowest compared entry with this formula, charge and spin: 621.2 kJ/mol

Last column: Mulliken charge in e.
CARTESIAN COORDINATES (ANGSTROEM)
N 0.4495 0.5798 1.1097  -0.2781
C 0.3940 1.9138 0.4758  0.3139
C -0.9853 2.4432 0.5412  -0.8788
C -2.0016 1.4453 -0.0594  -0.4061
O -2.3483 1.6205 -1.2385  -0.5829
C 1.0680 3.1396 1.0446  -0.6270
N 2.4666 2.7555 1.6241  -0.5665
H 1.4182 0.1694 1.1053  0.1972
H 0.1674 0.7895 1.9897  0.2399
H 0.6564 1.7741 -0.6556  0.0542
H -0.9660 3.3909 0.0005  0.4133
H -1.3658 2.6659 1.5993  0.4621
H -2.3445 0.7567 0.7319  0.6972
H 1.2046 4.0351 0.2990  0.2388
H 0.5578 3.2942 2.0964  0.3234
H 3.1474 2.2666 0.8986  0.2604
H 2.7553 3.6154 2.0128  0.2224
H -0.1030 1.8092 -4.2956  0.2767
H -0.4639 0.6852 -5.2130  0.3045
O 0.2536 1.1143 -4.6928  -0.5867
H -1.6970 -1.4627 3.4148  0.2950
H -3.0235 -0.7773 2.8406  0.3425
O -2.6238 -1.4354 3.4004  -0.6255
H 1.8552 0.1978 -3.6431  0.3337
H 0.6090 -0.5443 -2.8431  0.2988
O 1.5391 -0.2613 -2.7764  -0.6743
H 2.6123 0.6649 -1.2092  0.2191
H 3.7418 0.3330 -0.4120  0.3531
O 3.2351 1.1580 -0.7341  -0.5968
H 4.0565 -2.6938 0.7468  0.2962
H 3.1157 -3.7609 1.7176  0.3138
O 3.1996 -3.0383 1.1206  -0.6222
H -3.4165 -1.5790 1.0616  0.3315
H -2.2864 -0.7537 0.2541  0.2492
O -3.0893 -0.7800 0.7120  -0.6801
H -3.5665 2.4311 -3.1701  0.3096
H -2.8423 1.1671 -3.1565  0.3950
O -2.9396 2.0107 -3.8427  -0.6458
H 2.4828 -1.1485 4.0160  0.3159
H 3.2617 -1.9577 2.9117  0.3316
O 2.9586 -1.9646 3.7607  -0.6263
H -0.3294 -3.8579 1.4069  0.2567
H 0.5083 -2.7442 0.7712  0.2859
O -0.4199 -3.0160 1.0331  -0.5250
H -2.2894 -4.8942 -0.2141  0.2968
H -1.0363 -5.1562 -1.2158  0.3101
O -1.9757 -4.8723 -1.1168  -0.6167

---

No. 5
A molecular structure, C12H16BMnN4O3S. Source: the Open Molecules 2025 dataset; level of theory: ωB97M-V/def2-TZVPD.

Output
- 2S+1: 2
- Net charge: -1
- LUMO level (spin up / spin down): 3.083 / 3.083 eV

Last column: Mulliken charge in e.
CARTESIAN COORDINATES (ANGSTROEM)
Mn 0.2321 0.0730 0.9538  0.2245
C 1.3080 -1.1581 2.3432  -0.4794
C 0.4787 -0.3117 3.1104  -0.5674
C 0.8715 1.0267 2.8936  -0.5933
C 1.9439 1.0129 1.9752  -0.5514
C 2.2208 -0.3270 1.6269  -0.6152
H 1.2410 -2.2327 2.2795  0.4844
H -0.3686 -0.6250 3.7017  0.5000
H 0.3619 1.8980 3.2718  0.3501
H 2.4230 1.8850 1.5567  0.4114
H 2.9640 -0.6455 0.9154  0.5993
B 2.0463 -0.0607 -1.8640  0.4271
N 1.2859 -1.3677 -1.4758  -0.3727
C 1.4020 -2.5831 -2.0248  -0.2013
C 0.5254 -3.4408 -1.3854  -1.1886
C -0.1069 -2.6355 -0.4350  -0.0990
N 0.3612 -1.3910 -0.5013  0.4781
N 1.0054 1.0915 -1.7995  -0.1304
C 0.6182 1.8748 -2.8151  -0.0681
C -0.3919 2.7072 -2.3725  -1.1671
C -0.5695 2.3443 -1.0337  -0.4244
N 0.2836 1.3795 -0.6956  0.3450
H 2.9786 0.1499 -1.1234  -0.1985
H 2.4056 -0.1694 -3.0171  -0.1755
H 2.0809 -2.7422 -2.8462  0.4171
H 0.3557 -4.4841 -1.5891  0.3742
H -0.8743 -2.8679 0.2846  0.5233
H 1.0922 1.7786 -3.7772  0.4128
H -0.9229 3.4604 -2.9288  0.3748
H -1.2565 2.7166 -0.2928  0.6623
C -3.8720 0.5475 0.2283  -1.0077
S -2.6769 0.3709 1.5317  1.2434
O -3.4212 0.1072 2.7442  -0.6894
O -1.9128 1.6167 1.5273  -0.6709
O -1.8115 -0.7557 1.0957  -0.5748
H -4.3855 1.4951 0.3773  0.3393
H -4.5759 -0.2803 0.2812  0.3227
H -3.3397 0.5427 -0.7212  0.2852

---

No. 6
A molecular structure, C4H10NP at a distorted geometry. Source: the Open Molecules 2025 dataset; level of theory: ωB97M-V/def2-TZVPD.

Output
- Net charge: 0
- LUMO level (spin up / spin down): 0.352 / 0.353 eV
- ΔE to the lowest compared entry with this formula, charge and spin: 323.2 kJ/mol

Last column: Mulliken charge in e.
CARTESIAN COORDINATES (ANGSTROEM)
C 1.5715 -1.2103 -0.9273  -0.5045
C 0.0138 -1.1616 -0.8376  -0.6488
C -0.1586 1.6206 -0.5814  -1.0743
C -1.2898 0.1627 1.6540  -1.0851
N 1.6003 -0.2137 0.9980  -0.7137
P 0.1623 0.1412 0.4089  0.8422
H 2.3056 -1.8546 -0.5839  0.3109
H 1.8583 -0.6763 -1.8205  0.2276
H -0.4309 -1.0466 -1.7846  0.3915
H -0.3239 -2.1007 -0.2795  0.2882
H 0.1965 1.3651 -1.5592  0.3625
H -1.2555 1.9167 -0.6037  0.2850
H 0.3926 2.4184 -0.1240  0.3384
H -1.0155 1.1141 2.2434  0.2954
H -2.3445 0.1908 1.3555  0.3589
H -1.2821 -0.6660 2.4417  0.3257

---

No. 7
5 unconnected molecules or ions with the total composition C20H48FNO6. Source: the Open Molecules 2025 dataset; level of theory: ωB97M-V/def2-TZVPD.

Output
- Net charge: 0
- LUMO level: 0.835 eV

Last column: Mulliken charge in e.
CARTESIAN COORDINATES (ANGSTROEM)
C 2.9135 -4.3300 -3.2501  -1.5666
C 3.4629 -4.6553 -1.8718  0.6920
F 2.4988 -5.3863 -1.1454  -0.3557
C 4.7027 -5.5161 -1.9643  -0.6640
O 5.2149 -5.9643 -0.6950  -0.3785
C 4.9884 -5.1693 0.3903  0.6483
N 4.3841 -5.8528 1.4639  -0.4616
O 5.2840 -4.0052 0.4181  -0.5262
H 1.9385 -3.8524 -3.1430  0.3678
H 2.7741 -5.2569 -3.8195  0.3727
H 3.6005 -3.6866 -3.8030  0.3848
H 3.6519 -3.7242 -1.3299  0.3033
H 4.4449 -6.4308 -2.5070  0.3545
H 5.4834 -4.9765 -2.5137  0.3222
H 3.9570 -6.6973 1.0953  0.2550
H 5.0904 -6.1559 2.1292  0.2756
C 0.2817 -3.7926 1.9798  -1.3087
C 1.3634 -3.2691 1.0530  0.3139
O 0.8734 -2.5909 -0.0921  -0.4393
C 0.0905 -1.4378 0.1732  -0.2396
C 0.8179 -0.3626 0.9615  -0.8540
H -0.4230 -4.4249 1.4372  0.3286
H 0.7372 -4.3792 2.7789  0.3843
H -0.2807 -2.9810 2.4450  0.2965
H 1.9475 -4.0998 0.6649  0.0164
H 2.0565 -2.6268 1.6068  0.0439
H -0.8420 -1.7140 0.6785  0.3056
H -0.1878 -1.0510 -0.8076  0.2459
H 1.0564 -0.6845 1.9772  0.1843
H 0.1914 0.5275 1.0335  0.3587
H 1.7539 -0.0929 0.4681  0.2528
C 0.6872 3.2413 -1.8861  -1.1320
C -0.2227 2.1159 -2.3494  -0.2707
O -1.3436 1.9023 -1.5120  -0.3686
C -2.2373 2.9960 -1.3855  -0.4719
C -2.8647 3.4444 -2.6930  -0.7936
H 0.9951 3.0794 -0.8521  0.2802
H 1.5786 3.2809 -2.5132  0.4059
H 0.1984 4.2147 -1.9448  0.2874
H 0.3290 1.1750 -2.3319  0.3315
H -0.5390 2.2797 -3.3860  0.3131
H -1.7433 3.8393 -0.8889  0.3236
H -3.0147 2.6423 -0.7076  0.3277
H -2.1258 3.8647 -3.3773  0.2707
H -3.6112 4.2182 -2.5076  0.2007
H -3.3472 2.6038 -3.1943  0.2841
C 3.8943 -2.5062 4.2937  -0.6232
C 3.1832 -1.3767 5.0201  -0.4212
O 1.7686 -1.4769 5.0094  -0.4239
C 1.2310 -2.6395 5.6130  -0.0196
C 1.5726 -2.7954 7.0848  -1.2669
H 3.5253 -2.6026 3.2726  -0.0042
H 4.9654 -2.3059 4.2547  0.4416
H 3.7565 -3.4669 4.7926  0.2367
H 3.3991 -0.4287 4.5267  0.3374
H 3.5535 -1.2907 6.0484  0.3342
H 1.5296 -3.5317 5.0504  0.1154
H 0.1507 -2.5430 5.4992  0.3681
H 2.6394 -2.9603 7.2432  0.2822
H 1.0422 -3.6532 7.4998  0.4293
H 1.2837 -1.9026 7.6409  0.2996
C -6.0524 7.8590 -4.7962  -1.0623
C -5.9638 6.4380 -4.2666  -0.3624
O -5.2339 6.3176 -3.0586  -0.3536
C -5.7488 7.0322 -1.9488  -0.3166
C -7.1530 6.6190 -1.5433  -1.0762
H -5.0560 8.2910 -4.8967  0.3010
H -6.5330 7.8604 -5.7751  0.3863
H -6.6372 8.5060 -4.1409  0.2676
H -5.4267 5.8131 -4.9806  0.3224
H -6.9651 6.0063 -4.1571  0.3192
H -5.7034 8.1119 -2.1316  0.2981
H -5.0551 6.8204 -1.1346  0.3378
H -7.8915 6.8727 -2.3050  0.2656
H -7.4397 7.1314 -0.6245  0.3927
H -7.2006 5.5428 -1.3722  0.2940

---

No. 8
A molecular structure, C10H14BBrCrN6 at a distorted geometry. Source: the Open Molecules 2025 dataset; level of theory: ωB97M-V/def2-TZVPD.

Output
- 2S+1: 5
- Net charge: 0
- LUMO level (spin up / spin down): 0.520 / 0.458 eV
- ΔE to the lowest compared entry with this formula, charge and spin: 0.0 kJ/mol

Last column: Mulliken charge in e.
CARTESIAN COORDINATES (ANGSTROEM)
H -0.3505 2.6810 0.8242  0.4046
N 0.0414 1.5308 -0.9060  0.1677
B 0.6752 0.6749 -3.1939  0.1437
N 0.5584 1.8230 -2.1531  0.1326
C 0.8695 3.1258 -2.2124  -0.0594
Cr -0.4878 -0.3882 -0.4135  0.1273
H 1.2826 3.5345 -3.1235  0.4471
C 0.5316 3.6994 -0.9899  -1.0946
H 0.6468 4.7250 -0.7035  0.3901
C -0.0013 2.6745 -0.1998  -0.3274
H 1.0818 1.0424 -4.2578  -0.0941
C -1.4716 -2.1952 0.3895  -0.9824
H -1.7953 -1.4072 1.0899  0.2498
H -0.6643 -2.7895 0.8196  0.3120
H -2.3671 -2.8200 0.2643  0.4609
N -0.7659 0.1265 -3.2599  -0.0701
N 1.5532 -0.3923 -2.5026  0.0719
N -1.4051 -0.3261 -2.1121  0.1842
N 1.1506 -0.9471 -1.2901  0.0759
C -1.5874 -0.0174 -4.3015  -0.0453
C 2.7233 -0.9315 -2.8660  -0.1194
H -1.2391 0.2635 -5.2800  0.4528
H 3.1592 -0.6386 -3.8097  0.4411
C -2.7907 -0.5507 -3.8486  -1.1362
C 3.1105 -1.8458 -1.8860  -1.1219
C -2.6519 -0.7164 -2.4712  -0.3315
C 2.1030 -1.8284 -0.9143  -0.2201
H -3.6445 -0.8016 -4.4427  0.4039
H 3.9965 -2.4543 -1.8922  0.3856
H -3.3378 -1.1255 -1.7394  0.4792
H 2.0053 -2.3727 0.0137  0.4173
H -1.2446 -1.8953 -0.7153  0.4294
Br 0.2540 0.0836 1.8336  -0.5748

---

No. 9
A single F2HNS molecule at a distorted geometry. Source: the Open Molecules 2025 dataset; level of theory: ωB97M-V/def2-TZVPD.

Output
- Net charge: 0
- LUMO level: -1.045 eV
- ΔE to the lowest compared entry with this formula, charge and spin: 56.3 kJ/mol

Last column: Mulliken charge in e.
CARTESIAN COORDINATES (ANGSTROEM)
N -0.3932 -0.0614 -0.6288  -0.3611
F -2.3975 1.3750 0.4853  -0.3178
F -2.7247 -1.1173 0.4079  -0.3655
S -1.8658 0.1360 -0.6857  0.7462
H -0.1234 -0.5811 0.1810  0.2981

---

No. 10
A single C3H5ClOS molecule at a distorted geometry. Source: the Open Molecules 2025 dataset; level of theory: ωB97M-V/def2-TZVPD.

Output
- Net charge: 0
- LUMO level: 0.607 eV
- ΔE to the lowest compared entry with this formula, charge and spin: 35.9 kJ/mol

Last column: Mulliken charge in e.
CARTESIAN COORDINATES (ANGSTROEM)
C 0.2299 -1.8088 -1.0755  -0.8675
C -0.3297 0.3130 0.4961  0.4611
C -0.1510 1.8735 0.7513  -0.3939
H 1.0472 -2.3786 -1.4456  0.3718
H 0.1994 -2.0813 -0.0633  0.2924
H -0.6100 -2.2038 -1.6240  0.2977
H -1.1032 2.3864 1.0071  0.3077
H 0.3550 2.2465 -0.2157  0.2480
O -0.9737 -0.3913 1.1635  -0.4472
S 0.4034 -0.0226 -1.1421  -0.1008
Cl 0.9327 2.0670 2.1483  -0.1694

---

No. 11
A single C4H4N2O molecule. Source: the Open Molecules 2025 dataset; level of theory: ωB97M-V/def2-TZVPD.

Output
- Net charge: 0
- LUMO level: 0.190 eV
- ΔE to the lowest compared entry with this formula, charge and spin: 270.5 kJ/mol

Last column: Mulliken charge in e.
CARTESIAN COORDINATES (ANGSTROEM)
O -2.5684 -0.8898 0.0027  -0.4480
C -2.3204 0.2900 -0.0511  0.0802
C -1.0394 0.9657 0.2627  -0.5697
C 0.1799 0.7012 -0.1249  0.6640
N 1.3369 0.6438 -0.5138  -0.4163
C 2.0562 -0.4944 -0.1090  0.0359
N 1.3829 -1.5310 0.1655  -0.5066
H -3.0879 1.0303 -0.3462  0.2734
H -1.0535 2.0095 0.5471  0.2934
H 3.1370 -0.3959 -0.1899  0.3662
H 1.9767 -2.3293 0.3569  0.2273

---

No. 12
A single CH3FOS molecule at a distorted geometry. Source: the Open Molecules 2025 dataset; level of theory: ωB97M-V/def2-TZVPD.

Output
- 2S+1: 3
- Net charge: 0
- LUMO level (spin up / spin down): 0.825 / -2.115 eV
- ΔE to the lowest compared entry with this formula, charge and spin: 194.3 kJ/mol

Last column: Mulliken charge in e.
CARTESIAN COORDINATES (ANGSTROEM)
C 0.7822 0.1937 0.2516  -0.0370
O -0.7182 0.2441 0.6873  -0.2002
F 1.2304 -1.0418 0.0145  -0.2224
S -1.8549 -0.5673 -0.0719  -0.1396
H 0.8431 0.8791 -0.5599  0.2703
H 1.5043 0.4780 1.0309  0.1791
H -1.7868 -0.1857 -1.3525  0.1499

---

Energy: -10406.0860 -9327.9322 -15108.3548 -30133.0010 -67641.5254 -15084.9475 -38009.5236 -118680.5228 -17774.6104 -28596.7693 -9237.6839 -16680.1063 (eV)